Record 1
# C38H60O28S

A 10-piece molecular cluster, C38H60O28S overall (ωB97M-V with the def2-TZVPD basis set, the OMol25 dataset).

Geometry (Å):
C: 0.054 6.678 1.039
C: 0.039 5.584 2.092
C: -0.257 4.148 1.658
O: 0.762 3.401 2.304
C: 1.617 4.202 2.982
O: 2.554 3.831 3.595
O: 1.314 5.510 2.730
H: 0.715 6.360 0.227
H: 0.432 7.595 1.480
H: -0.925 6.789 0.574
H: -0.641 5.892 2.896
H: -0.120 4.009 0.580
H: -1.277 3.820 1.853
C: 2.222 0.258 3.359
C: 3.442 0.099 4.273
C: 4.020 -1.293 4.301
O: 5.420 -1.011 4.343
C: 5.640 0.284 3.950
O: 6.733 0.680 3.725
O: 4.473 0.880 3.679
H: 1.395 -0.447 3.483
H: 2.443 0.315 2.292
H: 1.770 1.239 3.545
H: 3.122 0.509 5.233
H: 3.725 -1.899 3.445
H: 3.690 -1.805 5.205
C: -7.066 3.974 0.745
C: -6.459 3.152 -0.356
C: -5.317 2.240 0.039
O: -5.603 1.043 -0.703
C: -6.887 1.066 -1.098
O: -7.410 0.155 -1.659
O: -7.464 2.259 -0.858
H: -6.405 4.725 1.180
H: -7.417 3.391 1.607
H: -8.006 4.430 0.431
H: -6.303 3.870 -1.169
H: -5.242 2.077 1.115
H: -4.364 2.685 -0.248
C: -2.588 -4.785 -4.670
C: -1.591 -4.102 -3.751
C: -1.683 -4.456 -2.282
O: -0.329 -4.627 -1.864
C: 0.480 -4.698 -2.952
O: 1.651 -4.877 -2.978
O: -0.277 -4.587 -4.063
H: -2.317 -4.676 -5.719
H: -3.534 -4.348 -4.344
H: -2.569 -5.871 -4.556
H: -1.669 -3.023 -3.893
H: -2.285 -5.332 -2.048
H: -2.123 -3.566 -1.835
C: -3.144 1.259 5.369
C: -2.299 0.469 4.351
C: -1.818 -0.927 4.829
O: -2.538 -1.797 3.971
C: -3.311 -1.099 3.062
O: -4.018 -1.646 2.289
O: -3.168 0.214 3.260
H: -2.612 1.384 6.318
H: -4.056 0.729 5.635
H: -3.296 2.257 4.961
H: -1.466 1.095 4.023
H: -2.128 -1.061 5.862
H: -0.740 -0.869 4.685
C: 6.061 -1.410 -2.348
C: 4.871 -2.234 -2.825
C: 3.962 -2.809 -1.740
O: 2.689 -2.214 -1.987
C: 2.733 -1.405 -3.029
O: 1.812 -0.739 -3.421
O: 3.960 -1.406 -3.588
H: 5.841 -0.345 -2.384
H: 7.006 -1.693 -2.810
H: 6.292 -1.605 -1.294
H: 5.245 -2.978 -3.527
H: 4.224 -2.557 -0.716
H: 3.874 -3.889 -1.860
C: -0.392 -0.852 -5.923
C: -1.096 -0.442 -4.634
C: -0.902 1.011 -4.180
O: -2.238 1.485 -4.061
C: -3.146 0.544 -4.436
O: -4.320 0.638 -4.370
O: -2.484 -0.584 -4.815
H: -0.636 -0.140 -6.718
H: -0.811 -1.792 -6.292
H: 0.687 -0.996 -5.934
H: -0.726 -1.096 -3.839
H: -0.433 1.582 -4.987
H: -0.352 1.166 -3.255
C: 1.968 3.500 -1.674
C: 3.252 2.877 -1.193
C: 3.673 3.198 0.263
O: 3.906 1.914 0.845
C: 3.804 0.986 -0.100
O: 4.047 -0.178 0.045
O: 3.158 1.453 -1.163
H: 1.957 4.570 -1.440
H: 1.078 3.164 -1.133
H: 1.792 3.385 -2.741
H: 4.007 3.184 -1.923
H: 2.854 3.719 0.757
H: 4.578 3.799 0.328
C: -0.578 -4.603 1.796
C: 0.769 -4.582 1.097
C: 1.261 -3.205 0.656
O: 2.619 -3.153 1.035
C: 2.843 -4.124 1.965
O: 3.821 -4.235 2.626
O: 1.770 -4.917 2.063
H: -0.644 -5.416 2.518
H: -1.375 -4.707 1.061
H: -0.695 -3.693 2.388
H: 0.812 -5.290 0.268
H: 0.676 -2.389 1.083
H: 1.140 -3.189 -0.425
C: -2.142 0.532 0.167
S: -1.261 -0.532 -1.000
O: -1.402 -1.927 -0.485
C: 0.387 0.026 -0.444
H: -1.851 0.284 1.186
H: -3.223 0.430 0.083
H: -1.903 1.585 -0.005
H: 0.414 0.168 0.637
H: 0.624 1.012 -0.851
H: 1.146 -0.641 -0.847

The HOMO energy comes out at -9.57 eV. As for the spin multiplicity: 1. As for the net charge: 0. Its relative energy (zero: lowest compared OMol25 entry of this formula, charge and spin) is 0.0 kcal/mol. The value obtained for the total energy is -3988.9743 hartree. The orbital gap is 9.02 eV.

Record 2
# C18H20N7O2PtS5

C18H20N7O2PtS5 as an isolated structure (ωB97M-V with the def2-TZVPD basis set, the OMol25 dataset).

Geometry (Å):
Pt: 2.034 0.040 -0.126
S: 1.821 -2.202 -0.185
C: 3.553 -2.324 0.006
S: 4.199 -0.709 -0.072
C: 4.239 -3.471 0.195
C: 5.662 -3.457 0.333
N: 6.807 -3.433 0.426
C: 3.525 -4.707 0.282
N: 2.928 -5.688 0.326
C: -1.332 -1.947 2.512
N: 0.052 -1.517 2.737
C: 0.954 -2.634 3.046
C: 0.447 -0.258 2.606
S: 2.145 0.104 2.154
N: -0.357 0.748 2.895
C: -0.103 2.151 2.554
C: -1.568 0.573 3.701
H: -1.294 -2.791 1.824
H: -1.907 -1.162 2.033
H: -1.798 -2.268 3.444
H: 0.463 -3.240 3.808
H: 1.901 -2.281 3.435
H: 1.122 -3.249 2.165
H: 0.757 2.248 1.907
H: 0.078 2.709 3.473
H: -0.988 2.540 2.052
H: -1.498 -0.333 4.298
H: -2.455 0.547 3.069
H: -1.638 1.429 4.369
N: -3.234 0.834 -6.057
C: -2.827 0.716 -4.767
C: -3.260 1.629 -3.792
C: -2.839 1.510 -2.486
C: -1.977 0.478 -2.129
C: -1.539 -0.442 -3.083
C: -1.958 -0.324 -4.386
S: -1.418 0.334 -0.495
O: -1.295 -1.049 -0.120
O: -2.172 1.236 0.337
N: 0.139 0.845 -0.505
C: 0.592 2.112 -0.668
S: -0.136 3.626 -0.973
C: 1.432 4.370 -0.844
C: 2.388 3.458 -0.581
N: 1.905 2.171 -0.489
H: -3.910 1.525 -6.321
H: -2.987 0.141 -6.739
H: -3.939 2.425 -4.071
H: -3.190 2.202 -1.732
H: -0.886 -1.255 -2.793
H: -1.628 -1.041 -5.127
H: 1.546 5.431 -0.985
H: 3.441 3.652 -0.460

The HOMO energy comes out at -10.90 eV. As for the spin multiplicity: 1. As for the net charge: +1. Its relative energy (zero: lowest compared OMol25 entry of this formula, charge and spin) is 1.4 kcal/mol. The value obtained for the total energy is -3341.6897 hartree. The orbital gap is 5.05 eV.

Record 3
# C32H40F24O16

A 8-piece molecular cluster, C32H40F24O16 overall (ωB97M-V with the def2-TZVPD basis set, the OMol25 dataset).

Geometry (Å):
C: -15.023 4.455 0.122
C: -14.355 4.095 1.518
O: -13.568 2.951 1.173
C: -13.971 1.720 1.301
O: -15.104 1.365 1.712
C: -12.868 0.697 0.973
F: -13.368 -0.335 0.276
F: -11.885 1.374 0.336
F: -12.441 0.214 2.165
H: -15.861 5.152 0.141
H: -15.561 3.601 -0.287
H: -14.202 4.772 -0.521
H: -15.042 3.853 2.328
H: -13.683 4.875 1.875
C: 3.642 3.680 -4.924
C: 2.676 2.497 -4.664
O: 3.539 1.378 -5.155
C: 2.939 0.199 -5.485
O: 1.802 0.173 -5.824
C: 3.861 -1.062 -5.354
F: 3.818 -1.591 -6.582
F: 5.075 -0.694 -4.934
F: 3.395 -2.056 -4.644
H: 4.461 3.710 -4.205
H: 3.100 4.578 -4.628
H: 4.124 3.769 -5.897
H: 1.641 2.526 -5.005
H: 2.696 2.324 -3.588
C: 3.072 -3.082 9.544
C: 4.042 -3.482 8.389
O: 5.281 -3.897 8.884
C: 6.308 -2.933 9.121
O: 6.089 -1.742 9.159
C: 7.704 -3.509 9.593
F: 8.604 -3.482 8.588
F: 8.061 -2.795 10.668
F: 7.561 -4.834 9.903
H: 2.118 -2.653 9.235
H: 3.647 -2.316 10.064
H: 2.764 -3.893 10.204
H: 4.074 -2.758 7.576
H: 3.823 -4.419 7.877
C: -3.801 0.107 -0.669
C: -2.650 -0.692 -1.371
O: -1.967 -1.565 -0.425
C: -0.939 -0.974 0.296
O: -0.750 0.205 0.334
C: -0.148 -1.958 1.139
F: -0.174 -3.205 0.664
F: 1.064 -1.475 1.397
F: -0.826 -2.001 2.273
H: -3.434 0.611 0.225
H: -4.499 -0.698 -0.439
H: -4.322 0.829 -1.299
H: -2.030 0.020 -1.916
H: -3.011 -1.336 -2.174
C: -1.938 6.246 3.024
C: -1.914 6.830 1.553
O: -1.136 7.980 1.707
C: -1.109 8.942 0.731
O: -1.586 8.762 -0.403
C: -0.422 10.244 1.118
F: -1.254 11.081 1.787
F: 0.622 10.011 1.958
F: 0.021 10.902 0.085
H: -2.944 5.950 3.322
H: -1.548 7.037 3.666
H: -1.235 5.414 2.988
H: -2.937 6.919 1.186
H: -1.467 6.155 0.824
C: 7.333 -6.521 0.631
C: 7.853 -5.618 1.757
O: 9.221 -5.971 2.080
C: 10.255 -5.054 2.109
O: 10.191 -3.825 1.898
C: 11.606 -5.743 2.443
F: 11.492 -7.073 2.406
F: 12.398 -5.424 1.420
F: 12.131 -5.240 3.604
H: 8.052 -6.928 -0.080
H: 6.534 -6.068 0.043
H: 6.972 -7.423 1.125
H: 7.162 -5.908 2.549
H: 7.790 -4.560 1.502
C: 11.907 -0.059 -2.423
C: 11.542 1.310 -1.867
O: 10.538 1.429 -0.861
C: 9.238 1.737 -1.122
O: 8.613 1.658 -2.198
C: 8.515 2.256 0.109
F: 7.733 1.302 0.661
F: 9.314 2.779 1.046
F: 7.659 3.147 -0.354
H: 10.991 -0.606 -2.649
H: 12.267 -0.525 -1.506
H: 12.641 -0.005 -3.227
H: 11.249 1.952 -2.699
H: 12.477 1.786 -1.569
C: -8.985 -3.653 -5.748
C: -10.471 -3.866 -5.583
O: -10.999 -4.213 -6.873
C: -11.709 -3.184 -7.570
O: -11.879 -2.022 -7.214
C: -12.170 -3.549 -8.995
F: -13.394 -3.048 -9.158
F: -11.296 -2.958 -9.791
F: -12.144 -4.852 -9.231
H: -8.731 -2.818 -6.400
H: -8.487 -4.551 -6.112
H: -8.572 -3.298 -4.804
H: -10.878 -2.947 -5.160
H: -10.610 -4.613 -4.802

The HOMO energy comes out at -11.12 eV. Its structure (SMILES) is CCOC(=O)C(F)(F)F.CCOC(=O)C(F)(F)F.CCOC(=O)C(F)(F)F.CCOC(=O)C(F)(F)F.CCOC(=O)C(F)(F)F.CCOC(=O)C(F)(F)F.CCOC(=O)C(F)(F)F.CCOC(=O)C(F)(F)F. As for the spin multiplicity: 1. As for the net charge: 0. Its relative energy (zero: lowest compared OMol25 entry of this formula, charge and spin) is 138.2 kcal/mol. The value obtained for the total energy is -4843.9070 hartree. The orbital gap is 11.33 eV.

Record 4
# C27H34IIrN5O6S

C27H34IIrN5O6S as an isolated structure (ωB97M-V with the def2-TZVPD basis set, the OMol25 dataset).

Geometry (Å):
Ir: 8.534 10.270 11.175
O: 6.132 12.199 9.495
C: 6.411 11.030 9.343
O: 7.758 10.669 9.409
C: 5.484 9.902 9.120
C: 6.187 8.703 8.504
C: 5.007 7.755 8.152
C: 4.951 6.937 9.434
C: 5.760 7.819 10.413
O: 6.892 8.111 9.577
C: 5.054 9.231 10.493
C: 5.460 10.047 11.716
O: 4.702 10.851 12.187
O: 6.746 9.933 12.036
H: 4.677 10.302 8.464
H: 6.899 8.841 7.679
H: 5.326 7.072 7.379
H: 4.149 8.382 7.911
H: 5.658 6.046 9.393
H: 4.067 6.512 9.761
H: 5.989 7.443 11.405
H: 4.023 9.139 10.555
C: 9.154 13.433 10.413
N: 9.168 12.482 11.651
C: 8.127 13.126 12.550
N: 8.512 14.474 12.882
C: 8.498 15.306 11.688
N: 9.515 14.802 10.722
C: 10.818 14.824 11.383
N: 10.838 13.989 12.555
C: 10.612 12.636 12.223
C: 9.850 14.450 13.494
H: 8.192 13.387 9.910
H: 9.895 13.011 9.767
H: 8.094 12.587 13.531
H: 7.147 13.112 12.039
H: 8.735 16.319 11.944
H: 7.545 15.211 11.221
H: 11.062 15.840 11.687
H: 11.597 14.501 10.673
H: 10.782 11.902 13.071
H: 11.269 12.263 11.386
H: 10.011 15.385 13.948
H: 9.834 13.815 14.356
C: 6.695 14.021 17.404
C: 7.105 12.812 16.701
C: 6.241 11.976 15.967
C: 6.809 10.878 15.306
C: 8.146 10.624 15.303
C: 9.003 11.395 16.126
C: 8.481 12.467 16.857
S: 8.683 9.229 14.301
C: 9.975 8.532 15.362
O: 9.384 9.769 13.030
H: 7.114 14.965 16.971
H: 7.028 13.869 18.428
H: 5.586 14.058 17.345
H: 5.180 12.161 15.967
H: 6.111 10.195 14.855
H: 10.042 11.096 16.214
H: 9.071 13.141 17.544
H: 10.592 9.313 15.790
H: 10.608 7.819 14.833
H: 9.365 7.976 16.139
I: 9.527 4.534 11.744
C: 9.852 6.222 10.573
C: 10.554 6.082 9.327
C: 10.812 7.259 8.613
C: 10.383 8.433 9.095
N: 9.712 8.585 10.198
C: 9.476 7.462 10.961
H: 10.862 5.058 8.971
H: 11.401 7.363 7.746
H: 10.643 9.374 8.526
H: 8.801 7.604 11.858

As for the expectation value of S²: 8.77. The HOMO energy (spin up / spin down) comes out at -14.19 / -14.11 eV. As for the spin multiplicity: 6. As for the net charge: +2. Its relative energy (zero: lowest compared OMol25 entry of this formula, charge and spin) is 0.0 kcal/mol. The value obtained for the total energy is -2573.8973 hartree. The orbital gap (spin up / spin down) is 8.65 / 4.96 eV.

Record 5
# C36H43NO3Se2SnTe

C36H43NO3Se2SnTe as an isolated structure (ωB97M-V with the def2-TZVPD basis set, the OMol25 dataset).

Geometry (Å):
Sn: 0.821 -1.031 -1.254
C: -2.393 -1.907 -3.195
C: -1.924 -3.144 -2.780
C: -0.718 -3.627 -3.267
C: 0.015 -2.880 -4.178
C: -0.455 -1.640 -4.591
C: -1.655 -1.151 -4.095
H: -3.324 -1.519 -2.805
H: -2.493 -3.730 -2.067
H: -0.341 -4.586 -2.933
H: 0.955 -3.264 -4.554
H: 0.129 -1.053 -5.290
H: -2.020 -0.179 -4.406
O: 6.806 -0.887 -0.903
C: 6.410 -1.924 -1.788
C: 4.880 -1.959 -1.927
C: 4.616 -3.176 -2.839
O: 3.292 -3.335 -3.286
C: 4.487 -0.634 -2.586
Se: 2.661 -0.318 -3.221
C: 4.322 -2.124 -0.509
Se: 2.491 -2.839 -0.227
H: 7.757 -0.780 -0.964
H: 6.751 -2.899 -1.412
H: 6.852 -1.773 -2.782
H: 4.950 -4.081 -2.309
H: 5.224 -3.066 -3.743
H: 2.735 -3.451 -2.489
H: 5.103 -0.475 -3.474
H: 4.663 0.191 -1.900
H: 4.351 -1.171 0.014
H: 4.947 -2.835 0.032
C: -4.366 -0.726 6.557
C: -3.500 -0.507 5.344
C: -3.426 0.729 4.719
C: -2.626 0.936 3.598
C: -2.606 2.314 2.984
C: -1.873 -0.121 3.057
Te: -0.384 0.274 1.458
N: 1.495 0.637 -0.208
C: 2.297 1.579 -0.611
O: 2.900 1.691 -1.730
C: 2.532 2.728 0.353
C: 2.524 2.548 1.731
C: 2.689 3.639 2.574
C: 2.860 4.912 2.050
C: 2.900 5.092 0.674
C: 2.750 4.001 -0.169
C: -1.898 0.864 0.071
C: -1.864 2.133 -0.526
C: -0.748 3.113 -0.294
C: -2.895 2.520 -1.380
C: -3.973 1.696 -1.648
C: -5.071 2.104 -2.593
C: -3.993 0.442 -1.055
C: -2.965 -0.003 -0.232
C: -3.038 -1.420 0.264
C: -1.939 -1.369 3.695
C: -1.193 -2.587 3.197
C: -2.749 -1.545 4.815
H: -4.792 0.214 6.909
H: -3.790 -1.171 7.371
H: -5.189 -1.407 6.327
H: -4.001 1.560 5.117
H: -3.094 3.038 3.639
H: -3.123 2.318 2.022
H: -1.581 2.640 2.802
H: 2.399 1.554 2.136
H: 2.689 3.500 3.649
H: 2.966 5.765 2.711
H: 3.059 6.080 0.259
H: 2.796 4.107 -1.245
H: -0.263 2.949 0.666
H: -1.114 4.140 -0.337
H: 0.022 2.991 -1.060
H: -2.851 3.505 -1.836
H: -5.073 3.180 -2.766
H: -6.050 1.814 -2.207
H: -4.937 1.610 -3.559
H: -4.834 -0.219 -1.247
H: -3.796 -1.978 -0.290
H: -3.290 -1.448 1.322
H: -2.073 -1.917 0.137
H: -0.481 -2.341 2.414
H: -1.899 -3.321 2.799
H: -0.650 -3.062 4.017
H: -2.787 -2.526 5.284

As for the expectation value of S²: 0.76. The HOMO energy (spin up / spin down) comes out at -4.22 / -4.19 eV. As for the spin multiplicity: 2. As for the net charge: -1. Its relative energy (zero: lowest compared OMol25 entry of this formula, charge and spin) is 6.8 kcal/mol. The value obtained for the total energy is -6963.3100 hartree. The orbital gap (spin up / spin down) is 6.70 / 6.36 eV.

Record 6
# CH3Cl2N4

An isolated ion of composition CH3Cl2N4 and charge +1 (ωB97M-V with the def2-TZVPD basis set, the OMol25 dataset).

Geometry (Å):
C: -0.242 -1.444 0.327
N: 0.746 -0.757 0.813
N: -0.506 0.585 -0.344
N: -1.083 -0.670 -0.376
N: 0.482 0.544 0.564
Cl: -2.656 -0.924 -1.000
Cl: -0.123 1.402 2.374
H: -0.333 -2.506 0.448
H: -0.964 1.570 -0.906
H: 1.290 1.163 0.451

As for the expectation value of S²: 2.01. The HOMO energy (spin up / spin down) comes out at -12.59 / -15.02 eV. As for the spin multiplicity: 3. As for the net charge: +1. Its relative energy (zero: lowest compared OMol25 entry of this formula, charge and spin) is 12.1 kcal/mol. The value obtained for the total energy is -1178.7562 hartree. The orbital gap (spin up / spin down) is 7.28 / 7.36 eV.

Record 7
# C3H4N2O2S2

C3H4N2O2S2 in the gas phase (ωB97M-V with the def2-TZVPD basis set, the OMol25 dataset).

Geometry (Å):
C: 1.310 0.446 -0.807
C: 0.002 0.173 -0.655
C: -0.622 0.460 0.879
N: -0.505 -0.742 1.558
N: -0.719 -0.661 -1.553
O: -0.045 -1.355 -2.307
O: -1.904 -0.639 -1.629
S: 2.087 1.552 0.207
S: 0.375 1.847 1.462
H: 1.854 0.091 -1.740
H: -1.687 0.893 0.824
H: 0.360 -1.266 1.255
H: -0.508 -0.798 2.504

The HOMO energy comes out at -8.97 eV. Its structure (SMILES) is N[C@H]1SSC=C1[N+](=O)[O-]. As for the spin multiplicity: 1. As for the net charge: 0. Its relative energy (zero: lowest compared OMol25 entry of this formula, charge and spin) is 94.9 kcal/mol. The value obtained for the total energy is -1172.9391 hartree. The orbital gap is 8.42 eV.

Question: The highest net charge belongs to which entry?
Answer: C27H34IIrN5O6S

Question: Which of these has the lowest net charge?
Answer: C36H43NO3Se2SnTe

Please write out number 6 again, unchanged.
# CH3Cl2N4

An isolated ion of composition CH3Cl2N4 and charge +1 (ωB97M-V with the def2-TZVPD basis set, the OMol25 dataset).

Geometry (Å):
C: -0.242 -1.444 0.327
N: 0.746 -0.757 0.813
N: -0.506 0.585 -0.344
N: -1.083 -0.670 -0.376
N: 0.482 0.544 0.564
Cl: -2.656 -0.924 -1.000
Cl: -0.123 1.402 2.374
H: -0.333 -2.506 0.448
H: -0.964 1.570 -0.906
H: 1.290 1.163 0.451

As for the expectation value of S²: 2.01. The HOMO energy (spin up / spin down) comes out at -12.59 / -15.02 eV. As for the spin multiplicity: 3. As for the net charge: +1. Its relative energy (zero: lowest compared OMol25 entry of this formula, charge and spin) is 12.1 kcal/mol. The value obtained for the total energy is -1178.7562 hartree. The orbital gap (spin up / spin down) is 7.28 / 7.36 eV.